1.
The following is a DFT calculation (wB97M-V/def2-TZVPD) of a structure of composition C37H26Cl5GeOPPtSe2.

For the gap between HOMO and LUMO (alpha / beta), the calculation gives 4.39 / 4.39 eV. The HOMO energy (alpha / beta) comes out at -0.5200 / -0.5212 eV. The value obtained for the LUMO energy (alpha / beta) is 3.87 / 3.87 eV.

Geometry as ORCA input:
```
! RIJCOSX wB97M-V def2-TZVPD def2/J DEFGRID3
* xyz -2 1
Pt 0.25322 -0.65607 -0.01309
Cl -1.21359 -2.42150 -6.65023
C -0.34051 -1.75951 -5.25185
C -0.53392 -2.30504 -3.99822
Cl -2.19482 -3.45758 -3.92137
C 0.22253 -1.83834 -2.95707
Cl 0.03566 -2.53590 -1.37697
C 0.87759 -0.56231 -2.97803
O 1.20917 0.09135 -1.95270
C 1.08012 -0.06046 -4.31053
Cl 2.00441 1.38907 -4.45543
C 0.48231 -0.64344 -5.41217
Cl 0.72065 0.02149 -6.99861
Se 2.99188 3.02802 -0.15320
P 1.10789 2.86336 0.81862
Se 0.33326 0.98387 1.69970
C -0.20863 3.61312 -0.21707
C -1.43924 2.99608 -0.39903
C -2.41220 3.60521 -1.18484
C -2.15979 4.82600 -1.78871
C -0.92501 5.44314 -1.61324
C 0.04723 4.83610 -0.83665
C 1.02732 3.94238 2.30798
C -0.20354 4.19264 2.91339
C -0.27539 4.97005 4.05865
C 0.88257 5.50213 4.61325
C 2.10883 5.25381 4.01451
C 2.18055 4.47828 2.86373
H -1.63262 2.03559 0.06661
H -3.36527 3.10924 -1.32292
H -2.91856 5.29357 -2.40580
H -0.71633 6.39173 -2.09414
H 1.02260 5.29230 -0.71648
H -1.10486 3.76748 2.48775
H -1.23676 5.15717 4.52202
H 0.82671 6.10604 5.51169
H 3.01561 5.66434 4.44353
H 3.12764 4.28109 2.37483
C -0.92763 -1.55759 1.35918
Ge -2.70080 -1.82946 0.80622
C -3.60801 -3.00877 2.11941
C -2.96464 -3.36326 3.30491
C -3.59505 -4.16045 4.25318
C -4.88898 -4.61576 4.03367
C -5.54465 -4.27283 2.85825
C -4.90466 -3.47882 1.91415
C -3.74479 -0.12979 0.94028
C -4.21610 0.72621 -0.05609
C -4.91827 1.88932 0.24817
C -5.15637 2.24017 1.56703
C -4.67340 1.42060 2.57892
C -3.98311 0.25947 2.26417
C -2.99699 -2.81701 -0.97747
C -3.32483 -1.97981 -2.16030
C -3.21494 -2.03365 -3.49423
C -1.52214 -4.86888 -3.18835
C -1.97015 -5.01611 -1.93139
C -2.59157 -4.11089 -0.94777
H -0.46622 -2.49905 1.69801
H -1.96061 -2.98838 3.47688
H -3.07686 -4.42414 5.16884
H -5.38485 -5.23256 4.77511
H -6.55515 -4.62389 2.67847
H -5.42183 -3.22290 0.99426
H -4.02456 0.52424 -1.10006
H -5.26840 2.52692 -0.55655
H -5.69911 3.14789 1.80506
H -4.82966 1.68925 3.61774
H -3.60359 -0.36133 3.06850
H -3.88964 -1.09846 -1.87922
H -3.38160 -4.20452 -4.17947
H -2.10319 -3.34995 -5.25720
H -1.68130 -5.96880 -1.49193
H -2.56483 -4.53884 0.05626
*
```

2.
The following is a DFT calculation (wB97M-V/def2-TZVPD) of a structure of composition C37H27BrIN5O3SSr.

For the gap between HOMO and LUMO, the calculation gives 7.21 eV. The HOMO energy comes out at -7.0680 eV. The value obtained for the LUMO energy is 0.14 eV.

Geometry as ORCA input:
```
! RIJCOSX wB97M-V def2-TZVPD def2/J DEFGRID3
* xyz 0 1
Sr 0.31311 -0.03209 0.19444
C -3.17110 3.23624 0.27645
C -2.04092 2.47749 0.61360
N -2.05517 1.16102 0.68133
C -3.20523 0.50428 0.42780
C -4.37719 1.17546 0.05327
C -4.33292 2.57765 -0.01767
C -5.57135 0.43415 -0.24076
C -5.58750 -0.90554 -0.12972
C -4.42049 -1.62287 0.30213
C -4.43729 -3.01366 0.47998
C -3.31427 -3.64374 0.93635
C -2.17084 -2.87264 1.17979
N -2.10518 -1.57163 0.99263
C -3.22642 -0.94070 0.57427
H -3.10433 4.31444 0.23965
H -1.08872 2.95141 0.82729
H -5.22661 3.12048 -0.30308
H -6.45400 0.97862 -0.55308
H -6.48352 -1.47083 -0.35403
H -5.34267 -3.56677 0.26048
H -3.29082 -4.71184 1.10231
H -1.26936 -3.35008 1.54351
I 0.16410 -0.00323 3.61281
C 1.08214 1.87394 3.87667
C 1.27156 2.26943 5.16794
C 1.88691 3.51743 5.41793
C 2.28271 4.29895 4.37578
C 2.08581 3.88697 3.03277
C 2.50721 4.71084 1.95974
C 2.31033 4.30666 0.67285
C 1.68549 3.06234 0.40834
C 1.24849 2.19041 1.39047
C 1.46139 2.63687 2.73412
H 0.95917 1.64177 5.99038
H 2.03990 3.83958 6.44023
H 2.75817 5.25665 4.55767
H 2.97710 5.66157 2.18681
H 2.62698 4.94301 -0.14770
H 1.55160 2.80092 -0.64315
C 5.33822 2.03340 1.05054
C 5.21551 0.66019 0.37700
C 3.91562 0.06522 0.68604
N 2.90589 -0.35260 1.03303
H 6.30269 2.47705 0.80792
H 5.25752 1.93888 2.13259
H 4.54323 2.69851 0.71457
H 5.99276 -0.02615 0.71320
H 5.29867 0.74678 -0.70697
O -2.92505 -1.98438 -2.70411
C -1.84149 -1.48556 -2.92815
N -0.93508 -1.05776 -1.99763
S 0.37444 -0.43375 -2.66533
O 0.46662 0.98103 -2.30895
O 1.55001 -1.17598 -2.24042
C -0.06327 -0.68573 -4.35391
C 0.60815 -0.38650 -5.52218
C -0.03168 -0.69980 -6.71524
C -1.29507 -1.28578 -6.71563
C -1.95229 -1.57432 -5.52486
C -1.31822 -1.26598 -4.33850
H 1.58769 0.07190 -5.50808
H 0.45868 -0.48320 -7.65504
H -1.76926 -1.51685 -7.66061
H -2.93472 -2.02733 -5.50606
Br 2.40729 -7.14042 0.78755
C 1.82176 -5.34726 0.71457
C 2.12656 -4.48288 1.75005
C 1.67753 -3.17655 1.64588
N 0.96104 -2.72465 0.61705
C 0.68336 -3.57702 -0.37137
C 1.09224 -4.90188 -0.37093
H 2.69663 -4.80701 2.60812
H 1.90276 -2.45511 2.42307
H 0.09940 -3.18466 -1.19424
H 0.84557 -5.55685 -1.19354
*
```

Values for energy above the lowest of the compared OMol25 structures with the same formula, charge and spin, kcal per mole, ordered as above
365.2 7.9